Below is a cluster of 14 separate species, C60H116F24N6O24S8 in total, with properties calculated with ωB97M-V/def2-TZVPD.

Geometry as XYZ:
```
238
Properties=species:S:1:pos:R:3:forces:R:3
C 1.6065 -0.7559 -0.9165 -0.43 -0.98 0.57
C 0.9750 -2.0986 -0.3530 0.57 1.51 0.21
C 1.9707 -3.2156 -0.3315 -0.04 -1.33 -1.34
N 1.3692 -4.5473 0.1382 0.50 -1.37 2.68
C 0.3617 -5.2260 -0.7904 0.54 2.17 0.61
C 2.4567 -5.5963 0.4527 0.92 0.87 -1.69
C 1.9903 -6.5450 1.4754 -2.49 -1.05 1.00
C 1.1669 -5.6421 2.4067 -0.58 1.32 0.67
C 0.7023 -4.4304 1.6117 0.41 0.86 -2.37
H 0.8185 -0.0581 -1.1998 0.00 -0.13 -0.09
H 2.2594 -0.9352 -1.7708 -0.10 0.00 -0.03
H 2.1813 -0.2673 -0.1297 0.15 -0.09 -0.04
H 0.1010 -2.3692 -0.9456 -0.01 0.02 0.11
H 0.7073 -1.9114 0.6869 -0.57 0.18 -0.14
H 2.9031 -3.0239 0.1995 -0.37 0.00 0.58
H 2.3143 -3.3690 -1.3545 -0.02 -0.35 -0.17
H 0.8353 -5.3729 -1.7611 -0.11 -0.23 0.13
H -0.3770 -4.4256 -0.8328 -0.59 -0.65 -0.53
H -0.0281 -6.1251 -0.3131 0.15 0.15 -0.19
H 2.6507 -6.0446 -0.5217 0.66 -0.04 0.21
H 3.3107 -5.0561 0.8615 0.15 0.07 -0.42
H 1.2954 -7.3007 1.1091 -0.05 0.06 -0.59
H 2.7103 -7.1976 1.9691 0.51 0.74 -0.01
H 0.1864 -5.9416 2.7770 0.55 -1.29 0.38
H 1.7363 -5.2587 3.2534 0.08 -0.27 0.05
H -0.3654 -4.3870 1.3964 0.01 -0.18 0.22
H 0.9718 -3.4458 1.9939 0.26 -0.26 0.14
C 2.1606 5.4322 -5.2301 0.68 0.26 -0.12
C 1.9977 6.8994 -5.6306 0.79 0.75 0.40
C 3.3225 7.7608 -5.3096 -3.04 -1.01 -1.04
N 3.0204 9.2906 -5.1072 1.50 -0.61 0.45
C 4.4365 9.9445 -4.8821 -1.87 -0.97 0.84
C 2.1179 9.5440 -3.8956 0.82 1.55 0.87
C 1.4573 10.9763 -4.0833 0.76 -2.09 0.11
C 1.5574 11.2248 -5.6038 1.18 0.87 -0.38
C 2.3732 10.0315 -6.2361 -2.72 -0.69 0.55
H 2.0351 5.3524 -4.1503 -0.09 -0.46 -0.13
H 3.1503 5.0668 -5.5040 0.25 0.07 0.22
H 1.5131 4.7727 -5.8079 -0.42 0.20 0.43
H 1.1821 7.3355 -5.0539 -0.30 -0.07 -0.32
H 1.7766 6.9156 -6.6978 -0.05 0.48 0.04
H 3.8979 7.5807 -6.2176 0.70 0.65 0.48
H 3.7324 7.3175 -4.4021 0.47 0.64 -0.03
H 4.6692 9.6733 -3.8524 0.33 0.30 -0.11
H 4.2579 11.0130 -5.0030 0.61 -0.11 -0.10
H 5.1507 9.4317 -5.5263 -0.17 0.54 -0.24
H 2.7722 9.6806 -3.0346 0.26 -0.48 -0.12
H 1.4288 8.7649 -3.5697 0.05 -0.23 -1.08
H 2.0246 11.6096 -3.4013 -0.03 0.55 -0.64
H 0.4743 10.8630 -3.6260 -0.26 0.43 -0.63
H 2.0820 12.1261 -5.9210 0.15 0.36 0.77
H 0.5895 11.3919 -6.0765 -0.06 -0.71 0.01
H 3.0326 10.2323 -7.0805 0.07 0.05 0.39
H 1.5277 9.4129 -6.5371 0.53 -0.61 -0.57
C -6.5829 0.1569 -10.5837 -0.81 0.05 -0.23
C -6.4695 -0.8485 -9.4148 1.42 -0.99 -0.38
C -5.5670 -2.1557 -9.6614 -0.64 2.31 1.14
N -5.3558 -2.9802 -8.3337 -1.05 0.55 -1.49
C -4.7402 -4.3068 -8.8665 0.61 0.50 1.65
C -4.1021 -5.0123 -7.6936 0.15 -1.67 0.37
C -3.0951 -4.2108 -6.8335 -0.25 -0.54 -1.54
C -3.9013 -3.0626 -6.2915 -0.07 0.58 0.90
C -4.4779 -2.1576 -7.3770 0.60 -0.67 0.16
C -6.7032 -3.2351 -7.5340 0.51 -0.72 -1.91
H -7.3979 0.8462 -10.3632 0.06 0.17 0.42
H -6.9265 -0.2143 -11.5492 0.27 -0.72 0.03
H -5.7233 0.7919 -10.7981 0.29 -0.37 0.37
H -7.4416 -1.1949 -9.0638 -0.09 0.24 -0.22
H -5.9796 -0.3098 -8.6036 -0.23 0.04 0.15
H -4.5554 -1.8342 -9.9095 -0.01 -0.06 0.00
H -5.9394 -2.6930 -10.5336 -0.21 -0.73 0.62
H -3.9148 -4.2012 -9.5706 -0.04 1.29 -0.06
H -5.4778 -4.8341 -9.4715 -0.47 -0.06 0.69
H -3.6919 -5.9233 -8.1293 0.48 -0.02 0.11
H -4.7966 -5.4125 -6.9550 -0.55 0.08 -0.19
H -2.2256 -3.8785 -7.4005 -0.05 0.26 -0.28
H -2.6586 -4.9016 -6.1121 -0.40 0.26 0.38
H -3.3008 -2.4354 -5.6326 0.00 0.12 0.00
H -4.7183 -3.4448 -5.6795 -0.01 -0.08 0.17
H -3.6435 -1.6417 -7.8521 -0.10 -0.40 -0.78
H -5.0863 -1.3492 -6.9714 -0.23 -0.35 0.05
H -7.3925 -3.6660 -8.2601 -0.17 0.58 -0.33
H -7.0658 -2.2919 -7.1254 0.22 -0.30 -0.04
H -6.6863 -4.0636 -6.8258 0.98 0.48 0.38
C 0.9442 10.3185 6.4947 -0.30 0.96 0.61
C 0.0475 9.8473 5.3842 -0.59 -2.41 -1.65
C 0.6839 8.6460 4.6219 0.00 0.36 -1.03
N -0.0818 8.0288 3.3867 0.12 -0.10 -2.31
C 0.8342 6.9999 2.6898 -0.14 -2.36 -0.06
C 0.8997 5.6788 3.4791 0.66 -1.06 1.66
C -0.4310 5.1540 4.0504 0.43 -0.15 -1.73
C -1.2860 6.2087 4.6881 -0.30 -0.39 -0.95
C -1.4813 7.4457 3.7729 1.83 -0.45 1.36
C -0.3889 8.9957 2.2285 -0.19 1.99 2.38
H 1.7915 10.9524 6.2333 -0.11 -0.08 -0.48
H 1.3487 9.5452 7.1478 -0.32 -0.27 -0.17
H 0.2667 10.9374 7.0830 0.39 0.13 0.45
H -0.1947 10.5427 4.5807 0.30 0.68 0.44
H -0.9265 9.5326 5.7591 0.02 0.05 0.40
H 0.9880 7.7779 5.2066 -0.31 0.20 0.20
H 1.5941 9.0935 4.2227 0.16 -0.45 -0.44
H 1.8153 7.3715 2.3941 0.13 0.68 1.10
H 0.5324 6.7165 1.6815 -1.38 0.50 0.05
H 1.6864 5.7255 4.2321 -0.24 0.64 0.74
H 1.2824 4.7495 3.0573 0.21 0.63 -1.63
H -0.3714 4.2135 4.5982 0.74 0.49 0.97
H -0.9612 4.6765 3.2263 -0.35 0.66 -0.72
H -0.8219 6.4132 5.6529 -0.78 0.40 0.23
H -2.2261 5.6572 4.6769 -0.50 0.74 1.11
H -1.9297 8.2817 4.3098 -0.31 -0.18 -0.18
H -2.0396 7.1933 2.8714 0.28 0.07 -0.04
H -0.9111 9.8185 2.7168 -0.57 -0.01 0.02
H -1.0800 8.6312 1.4685 0.70 -0.58 0.03
H 0.4935 9.5602 1.9271 0.35 -0.93 -0.56
C -10.5126 -2.2678 0.4292 -2.46 -0.71 1.19
C -9.9334 -0.9004 0.5111 1.20 -0.04 1.47
C -8.4399 -0.9943 0.9667 0.70 1.66 -2.54
N -7.7826 0.3937 1.2161 0.72 0.03 0.04
C -6.2280 0.3003 1.1042 -0.06 -0.25 1.38
C -5.5676 -0.2287 2.4274 0.76 -0.56 -2.39
C -6.0268 0.4629 3.6746 0.44 0.18 0.05
C -7.5576 0.4740 3.7791 0.16 0.01 -0.37
C -8.2155 1.0617 2.5242 0.19 -0.19 -0.87
C -8.1968 1.2554 0.0736 0.40 0.05 -0.10
H -10.4756 -2.7257 1.4177 0.18 -0.36 -0.09
H -10.4021 -3.0504 -0.3213 1.14 0.59 -0.27
H -11.5616 -1.9923 0.3205 -0.50 -0.54 0.01
H -10.4176 -0.3773 1.3357 -0.50 -0.19 0.17
H -10.3074 -0.3607 -0.3589 1.36 0.27 -0.35
H -7.8810 -1.2298 0.0610 0.09 -0.82 0.13
H -8.1542 -1.7056 1.7417 -0.55 0.22 0.13
H -5.9619 -0.2310 0.1905 -0.36 -0.64 0.28
H -5.8425 1.2916 0.8660 -0.40 0.39 0.52
H -5.4408 -1.3108 2.4598 -1.39 -0.39 0.19
H -4.4960 -0.1016 2.2734 0.20 0.93 0.03
H -5.5208 -0.0757 4.4758 -0.47 0.11 0.40
H -5.5436 1.4394 3.6450 -0.48 0.42 0.23
H -7.8180 -0.5691 3.9588 -0.50 -0.03 -0.23
H -7.9800 1.0383 4.6106 0.36 0.05 0.16
H -9.3049 1.0685 2.4883 -0.07 -0.58 0.39
H -8.0146 2.1203 2.3598 0.65 0.05 0.33
H -7.8631 0.7484 -0.8318 -0.60 -0.18 -0.11
H -7.6207 2.1802 0.0455 -0.28 0.14 0.54
H -9.2729 1.4130 0.1470 0.31 0.18 -0.36
C 4.4542 -0.7345 11.6661 1.00 -0.03 2.08
C 5.0147 -0.2396 10.3671 -0.30 -1.01 -1.11
C 5.2197 -1.4875 9.3970 0.10 2.70 0.30
N 6.2529 -1.2819 8.2171 -0.76 -0.12 1.15
C 5.7950 -0.0804 7.3771 0.18 0.06 -2.28
C 6.4188 -0.0550 5.8638 -0.88 -1.07 2.99
C 6.1931 -1.4569 5.2577 0.46 1.45 -0.80
C 6.7125 -2.5744 6.0764 1.72 -0.21 0.86
C 6.0098 -2.6130 7.3967 1.07 0.15 0.55
C 7.7473 -1.1301 8.7882 -1.97 -0.69 -0.68
H 3.6540 -1.4707 11.7417 -0.33 0.25 -1.06
H 4.1400 0.1575 12.2081 -0.17 -0.19 0.31
H 5.2197 -1.2184 12.2727 0.33 0.12 0.16
H 5.8827 0.4147 10.4476 0.26 -0.36 0.47
H 4.2112 0.4406 10.0844 0.13 -0.15 -1.29
H 4.2030 -1.5428 9.0080 0.35 -0.78 -0.69
H 5.4884 -2.3933 9.9405 0.18 0.15 -0.13
H 4.7189 -0.2043 7.2560 -0.04 -0.13 0.13
H 5.9498 0.9049 7.8168 0.33 -0.46 0.71
H 5.9391 0.6961 5.2362 -0.30 0.02 0.39
H 7.4540 0.2673 5.9757 0.25 -0.42 -0.31
H 5.1221 -1.6504 5.1975 -0.12 0.43 -0.87
H 6.7387 -1.3051 4.3264 -0.62 -0.99 -0.56
H 6.7920 -3.5761 5.6541 -0.92 0.05 -0.43
H 7.7758 -2.4326 6.2702 0.33 0.31 0.17
H 4.9369 -2.7859 7.3121 -0.05 0.47 0.03
H 6.4138 -3.4371 7.9846 -0.02 0.22 0.36
H 7.8926 -0.2147 9.3617 -0.46 0.21 -0.51
H 8.4104 -1.2021 7.9260 -0.03 0.04 0.29
H 7.8887 -1.9364 9.5079 0.00 -0.24 -0.39
C 9.6954 -8.4219 0.2307 -0.32 2.55 0.69
F 10.7637 -7.5398 0.0417 -1.08 -0.91 -0.67
F 9.8950 -9.5161 -0.4412 0.92 -1.01 0.06
F 9.7472 -8.6023 1.5676 -0.06 -0.85 -0.10
S 7.9685 -7.7898 -0.2403 -1.04 -0.59 -2.41
O 8.0260 -6.3458 -0.0459 0.14 -0.56 0.19
O 7.8198 -8.2270 -1.6707 0.60 0.93 2.97
O 7.1100 -8.5198 0.6987 0.83 0.58 -0.52
C -0.9461 -0.5545 8.4469 2.26 -3.79 0.08
F 0.2131 -0.2507 9.0998 -0.18 0.64 -0.25
F -1.6599 -1.2276 9.4084 0.17 0.17 -1.27
F -1.5889 0.4883 8.1258 -1.49 2.85 -0.40
S -0.3654 -1.5135 6.7904 -0.28 -3.34 0.41
O 0.5385 -2.5267 7.2913 0.46 0.33 1.08
O -1.5388 -2.1700 6.2208 -0.23 1.74 0.34
O 0.3387 -0.5707 5.9616 -0.49 1.70 -0.04
C 6.5993 4.6884 -1.1030 2.87 1.17 -1.01
F 5.6345 4.3842 -1.9361 -0.97 -0.78 -0.13
F 6.1765 5.7380 -0.3704 -0.12 -0.01 0.34
F 6.8968 3.6882 -0.2601 -0.57 0.15 -0.37
S 8.1735 5.2129 -2.2023 1.40 1.50 -0.94
O 9.2938 5.3447 -1.2419 -2.06 0.09 -0.64
O 8.3834 4.1911 -3.2024 -0.61 -0.78 0.79
O 7.7527 6.4639 -2.9089 -0.18 -1.02 2.00
C -4.8788 -8.1556 -1.2269 -1.00 1.01 2.10
F -4.0711 -8.2657 -0.1037 -1.05 -0.27 -1.35
F -4.1300 -8.0754 -2.2731 1.46 0.44 -1.36
F -5.6239 -9.2369 -1.3850 -0.29 -0.62 0.59
S -5.9561 -6.5914 -1.0342 -1.65 1.22 -0.31
O -4.9441 -5.6439 -0.5569 -0.54 -0.48 -0.27
O -6.4828 -6.2671 -2.3988 1.09 -0.86 1.70
O -7.0559 -6.8791 -0.0763 1.90 -0.06 -1.22
C 1.9525 -9.4227 -6.0026 1.39 -0.78 0.56
F 0.9062 -9.6724 -5.1663 0.60 0.80 -0.68
F 1.6912 -8.4454 -6.8743 -0.55 0.45 0.91
F 3.0430 -9.0532 -5.2160 -1.92 -0.12 -1.06
S 2.4267 -10.8971 -6.9990 2.43 -2.25 -1.15
O 1.2397 -11.4757 -7.6403 0.23 0.87 1.22
O 3.3887 -10.3703 -7.9513 -0.72 1.01 -0.36
O 3.1717 -11.7246 -6.0553 -1.61 -0.02 0.46
C 1.5545 -12.0725 6.4938 -1.94 1.41 -0.15
F 2.2539 -12.3120 7.6877 -0.50 -0.10 -2.76
F 2.2730 -11.4021 5.5329 0.20 -0.62 1.80
F 1.1569 -13.2019 5.8443 0.80 0.40 1.47
S -0.0490 -10.9958 6.9775 -1.95 -1.12 1.36
O -0.7185 -10.6795 5.7134 1.51 0.22 0.58
O -0.9021 -11.9521 7.7526 1.98 1.05 -0.81
O 0.4744 -9.8854 7.7987 -0.09 -1.22 -1.40
C 4.2884 -3.5309 -7.2890 -0.87 0.97 -0.02
F 4.0945 -4.1477 -6.0834 -0.62 0.26 -1.32
F 5.5667 -3.6316 -7.5353 1.24 0.23 -0.08
F 3.6839 -4.1634 -8.3474 -0.21 0.10 1.56
S 3.7348 -1.6545 -7.3060 1.15 1.30 -0.77
O 4.0558 -1.3310 -8.7233 -0.54 -0.58 1.94
O 2.3194 -1.5992 -6.9604 0.10 -0.72 -0.28
O 4.5576 -0.9298 -6.3158 -0.52 -1.38 -1.05
C -3.3391 4.4686 -3.4058 -0.66 1.67 0.97
F -4.1705 4.9311 -4.4051 1.28 -1.39 0.15
F -3.7985 3.2967 -2.9217 0.13 0.53 -0.76
F -2.0621 4.2937 -3.7928 -1.05 -0.03 -0.55
S -3.4482 5.8201 -2.1063 -0.89 -0.80 1.50
O -2.6348 5.2020 -1.0391 -0.36 0.99 -0.80
O -2.9239 7.0300 -2.7323 0.01 -0.79 0.27
O -4.8912 5.8695 -1.7806 1.63 -0.04 -0.55
```
Forces are in eV/Å.

Properties
* HOMO: -3.294 eV
* LUMO: 0.19 eV
* total charge: -2
* energy relative to the best compared isomer or geometry (same formula, charge and spin): 930.2 kJ/mol
* orbital gap: 0.128 hartree
* DFT total energy: -274067.504 eV